Record 1
Computed, not measured: a cluster of 2 separate species, C14H28N3O6P in total, with wB97M-V/def2-TZVPD.

```
52
Properties=species:S:1:pos:R:3
C -0.97459 0.35848 1.71128
C -1.27373 1.16225 0.43244
C -1.04299 0.45354 -0.87931
O -1.94646 0.19793 -1.62943
O 0.24489 0.22122 -1.26960
C 0.98599 -0.83790 -0.66185
C 2.41319 -0.39482 -0.32689
C 2.52205 0.99459 0.34698
C 3.17853 1.91145 -0.70555
O 2.64996 2.38552 -1.66671
N 4.59051 2.03323 -0.39067
C 4.55550 2.13811 1.06475
N 3.96134 3.45320 1.29925
N 5.87835 1.88074 1.57763
C 3.48012 1.11712 1.56964
P 4.23097 -0.40415 2.30418
C 2.72320 -1.28343 2.89084
O 4.67718 0.26954 3.75930
H 0.09767 0.27745 1.88643
H -1.38038 -0.65565 1.63874
H -1.44417 0.86146 2.55898
H -2.32999 1.44329 0.43940
H -0.69771 2.09377 0.45174
H 0.46924 -1.24850 0.20894
H 1.05052 -1.64299 -1.40290
H 2.94996 -0.36331 -1.28304
H 2.88566 -1.17300 0.26832
H 1.55618 1.41960 0.61537
H 5.01251 1.14543 -0.66678
H 4.50192 4.17098 0.82789
H 3.91924 3.66189 2.28922
H 5.92978 2.03725 2.57716
H 6.56166 2.46329 1.10696
H 2.94750 1.62570 2.38624
H 2.39495 -2.02044 2.15242
H 1.87174 -0.65064 3.15965
H 3.03640 -1.83905 3.77973
H 3.93945 0.76262 4.14622
O -7.39471 -4.04452 -1.34501
C -6.95421 -3.11001 -1.95482
O -5.90085 -3.31066 -2.77065
C -5.39885 -2.30105 -3.65586
C -4.41408 -1.37873 -2.97121
C -7.50647 -1.71292 -1.78125
H -6.22259 -1.75601 -4.11872
H -4.90460 -2.86019 -4.44862
H -4.88139 -0.81545 -2.16369
H -3.99644 -0.66633 -3.68177
H -3.59351 -1.95118 -2.54188
H -7.00011 -1.24752 -0.93621
H -8.56369 -1.79874 -1.54574
H -7.39468 -1.07246 -2.65156
```

## Properties
Strongest force on any atom ... 0.70 eV/A
HOMO-LUMO gap ... 9.51 eV
Highest occupied orbital energy ... -9.226 eV

---

Record 2
Computed, not measured: the molecule C14H28O5S at a distorted geometry, with wB97M-V/def2-TZVPD.

```
48
Properties=species:S:1:pos:R:3
C -0.72054 2.76182 -0.61712
O 0.38021 3.40524 0.04857
C 0.57065 2.72395 1.29182
C 1.76971 1.68561 1.19045
C 2.33166 1.57473 -0.27841
C 3.49593 0.51966 -0.34469
C 3.07256 -0.76714 -1.13583
C 2.54903 -1.92896 -0.21019
C 1.01056 -1.76750 0.07987
C 0.60057 -2.14012 1.53379
C -0.94596 -2.18168 1.77105
C -1.51060 -0.70983 1.73467
C -2.64067 -0.43452 0.68318
C -2.47775 -1.14773 -0.68963
C -1.62806 -0.48412 -1.81215
O -2.26138 0.69120 -2.35925
S -3.89867 0.37285 -2.14031
O -4.35644 1.57296 -1.41380
O -4.49294 0.08265 -3.44986
O -3.84386 -1.03078 -1.26068
H -1.66978 3.19416 -0.23025
H -0.65090 2.93155 -1.71093
H -0.71126 1.65914 -0.46109
H 0.81398 3.44037 2.10560
H -0.35936 2.20969 1.62007
H 2.60438 1.96646 1.85555
H 1.33470 0.69059 1.41295
H 1.49295 1.16668 -0.88360
H 2.61462 2.55602 -0.69389
H 4.37761 0.97077 -0.84240
H 3.75538 0.20361 0.68916
H 3.98350 -1.16246 -1.63275
H 2.34937 -0.50984 -1.93399
H 2.65645 -2.84930 -0.82313
H 3.14328 -1.99006 0.72330
H 0.74931 -0.69407 -0.06044
H 0.45341 -2.38024 -0.65663
H 0.98463 -1.32506 2.19296
H 1.11951 -3.05607 1.89366
H -1.47757 -2.89737 1.11931
H -1.07563 -2.55540 2.81103
H -0.65980 -0.00144 1.66311
H -1.96502 -0.52045 2.73229
H -2.61192 0.65819 0.46136
H -3.64099 -0.60621 1.12556
H -2.32680 -2.23894 -0.72470
H -1.75527 -1.21661 -2.65324
H -0.53276 -0.44202 -1.72041
```

## Properties
Strongest force on any atom ... 3.36 eV/A
Energy above the lowest of the compared OMol25 structures with the same formula, charge and spin ... 2.228 eV
HOMO-LUMO gap ... 10.35 eV
Highest occupied orbital energy ... -9.771 eV